# 1
A structure of composition H14O7Xe. Source: the Open Molecules 2025 dataset; level of theory: ωB97M-V with the def2-TZVPD basis set.

```
22
Properties=species:S:1:pos:R:3:mulliken_charge:R:1
Xe 2.44452 10.06431 -1.99207 0.016
O 3.78385 6.53776 -1.60133 -0.625
H 2.89625 6.19863 -1.71707 0.304
H 3.97024 7.00517 -2.41558 0.352
O 2.11009 12.95055 -0.14581 -0.616
H 2.70401 13.57814 -0.55766 0.301
H 1.23466 13.28442 -0.34171 0.272
O 3.09991 11.86365 2.22332 -0.615
H 2.27777 11.85416 2.71345 0.299
H 2.85892 12.19105 1.35674 0.363
O -0.16573 9.93689 1.44142 -0.623
H 0.14072 9.04407 1.60017 0.324
H 0.43154 10.28111 0.77733 0.286
O 1.19144 13.71330 -3.66679 -0.605
H 1.30710 14.57584 -3.26821 0.300
H 0.79252 13.18204 -2.97770 0.308
O 3.54999 10.27672 -5.42439 -0.591
H 3.94581 10.95273 -5.97445 0.287
H 2.64449 10.21899 -5.72931 0.304
O 4.17909 7.78800 -4.25323 -0.661
H 5.02389 7.53847 -4.62775 0.318
H 4.13734 8.73753 -4.36667 0.301
```

Largest force on an atom   0.68 eV/Å
Relative energy (zero: lowest compared OMol25 entry of this formula, charge and spin)   15.1 kcal/mol
Spin multiplicity   1
HOMO-LUMO gap   10.513 eV

# 2
A structure of composition H15LiO8 in a non-equilibrium geometry. Source: the Open Molecules 2025 dataset; level of theory: ωB97M-V with the def2-TZVPD basis set.

```
24
Properties=species:S:1:pos:R:3:mulliken_charge:R:1
Li -1.86533 0.04029 -1.43017 0.873
O -0.00633 0.17129 -0.64217 -1.174
H -0.18533 0.27929 0.31583 0.380
O -3.07433 -0.22471 0.10683 -0.574
H -3.90933 -0.61771 -0.01717 0.261
H -3.08833 0.52129 0.77783 0.327
O -0.15633 3.18529 -0.51017 -0.680
H 0.42167 3.35229 0.18783 0.304
H 0.14567 2.23329 -0.84517 0.355
O 1.62967 -0.19571 -2.52717 -0.697
H 1.63167 0.59629 -3.07217 0.282
H 1.10367 -0.22771 -1.76917 0.426
O 2.39867 1.17829 -0.00717 -0.631
H 2.90767 0.63929 0.57383 0.223
H 1.56367 0.72029 -0.19117 0.609
O -0.49733 -0.95871 2.64883 -0.617
H 0.46867 -0.53671 2.58183 0.348
H -0.38533 -1.64471 2.14383 0.325
O 1.51067 -1.44171 0.50383 -0.572
H 2.40567 -1.13871 0.86583 0.266
H 0.95167 -0.64571 0.19283 -0.013
O -1.39733 -2.08871 0.29583 -0.673
H -1.70833 -1.16171 0.40283 0.303
H -0.86533 -2.03471 -0.58617 0.349
```

Largest force on an atom   9.47 eV/Å
Relative energy (zero: lowest compared OMol25 entry of this formula, charge and spin)   58.4 kcal/mol
Spin multiplicity   1
HOMO-LUMO gap   9.060 eV

# 3
A structure of composition H15NO6 in a non-equilibrium geometry. Source: the Open Molecules 2025 dataset; level of theory: ωB97M-V with the def2-TZVPD basis set.

```
22
Properties=species:S:1:pos:R:3:mulliken_charge:R:1
N -0.06949 -1.47067 2.28791 -0.824
H -0.37928 -0.59281 1.83118 0.332
H 2.31999 0.84640 2.18715 -0.047
H 0.70704 -1.29835 2.89344 0.225
H -0.18507 -2.93022 -1.20520 0.222
H -0.47689 1.12748 -1.65156 0.407
O 0.32302 -2.60185 -0.47515 -0.717
H 2.04173 0.10838 -1.35733 0.420
H 1.36798 1.01949 -2.64104 0.241
O 1.50515 1.05611 -1.67772 -0.907
H -1.52256 1.52410 1.34211 0.386
H -3.50780 0.85433 1.06375 0.336
O -2.83263 1.31884 0.57231 -0.458
H -1.70958 0.89304 -0.78396 0.315
H 0.31775 -2.02871 1.56978 0.305
O -1.37034 0.98682 -1.65991 -0.612
H 2.23703 0.56013 2.85447 0.029
H -0.47032 2.56878 1.13836 0.290
O -0.56553 1.71040 1.62006 -0.627
H 3.26976 -1.08651 -0.79710 0.189
H 1.21729 -2.14894 -0.71328 0.449
O 2.34775 -1.11056 -1.09786 -0.953
```

Largest force on an atom   4.53 eV/Å
Relative energy (zero: lowest compared OMol25 entry of this formula, charge and spin)   71.3 kcal/mol
Charge   -1
Spin multiplicity   2
HOMO-LUMO gap (alpha / beta)   7.592 / 3.772 eV
⟨S²⟩   0.75

# 4
A cluster of 7 separate species, H15NO6 in total in a non-equilibrium geometry. Source: the Open Molecules 2025 dataset; level of theory: ωB97M-V with the def2-TZVPD basis set.

```
22
Properties=species:S:1:pos:R:3:mulliken_charge:R:1
N 2.42624 0.38950 3.66744 -0.641
H 2.53215 -0.05947 2.68501 0.189
H 1.82627 -0.18807 4.10781 0.217
H 3.35715 0.20910 4.17026 0.259
H -3.58791 -2.56174 -1.86359 0.330
H -3.49754 -3.79347 -0.93065 0.314
O -3.23293 -3.42091 -1.80663 -0.641
H 1.66478 4.11488 2.47032 0.310
H 2.04722 3.32761 3.64546 0.314
O 1.26740 3.61080 3.19470 -0.643
H -2.25881 0.25540 -3.28314 0.300
H -1.86587 -1.07194 -2.54929 0.352
O -2.62223 -0.44194 -2.71457 -0.659
H 0.30323 -2.56380 1.97555 0.318
H 0.91581 -1.21126 1.28913 0.338
O 0.22499 -1.88767 1.31181 -0.671
H -0.24026 3.97265 -4.01258 0.307
H -0.60997 2.84597 -3.10717 0.323
O -0.53036 3.06582 -4.06824 -0.627
H 0.31190 -1.55952 -0.69288 0.350
H 1.05470 -1.87160 -1.93069 0.318
O 0.51402 -1.16034 -1.55804 -0.659
```

Largest force on an atom   5.47 eV/Å
Relative energy (zero: lowest compared OMol25 entry of this formula, charge and spin)   44.0 kcal/mol
Spin multiplicity   1
HOMO-LUMO gap   10.997 eV
SMILES string   N.O.O.O.O.O.O

# 5
A cluster of 7 separate species, H15NO6 in total. Source: the Open Molecules 2025 dataset; level of theory: ωB97M-V with the def2-TZVPD basis set.

```
22
Properties=species:S:1:pos:R:3:mulliken_charge:R:1
N 0.67547 -0.84744 -3.25015 -0.622
H 0.21638 -0.31724 -2.52679 0.245
H 1.65599 -1.01161 -3.09525 0.205
H 0.47682 -0.61919 -4.20455 0.195
H 4.13892 2.64830 1.29994 0.318
H 4.65976 3.58447 0.24891 0.315
O 3.84708 3.22184 0.58661 -0.632
H -2.12978 0.98540 -1.36977 0.376
H -2.81323 0.04288 -0.41915 0.376
O -2.88496 0.37502 -1.32760 -0.653
H -1.46836 -2.69922 -1.35163 0.331
H -0.65898 -2.84230 -0.16736 0.314
O -1.57350 -2.92644 -0.42359 -0.658
H 2.06614 -1.64653 4.75998 0.323
H 2.30341 -0.11614 4.77364 0.322
O 1.98272 -0.85068 4.22648 -0.644
H -3.56536 -1.35866 0.73599 0.334
H -2.05400 -1.23378 1.15296 0.342
O -2.92858 -0.81933 1.22515 -0.738
H -0.81060 2.15254 0.48061 0.292
H -0.47697 2.51454 -0.96009 0.334
O -0.65836 1.76359 -0.39433 -0.675
```

Largest force on an atom   0.96 eV/Å
Relative energy (zero: lowest compared OMol25 entry of this formula, charge and spin)   33.0 kcal/mol
Spin multiplicity   1
HOMO-LUMO gap   10.046 eV
SMILES string   N.O.O.O.O.O.O

# 6
A structure of composition H16IO8 in a non-equilibrium geometry. Source: the Open Molecules 2025 dataset; level of theory: ωB97M-V with the def2-TZVPD basis set.

```
25
Properties=species:S:1:pos:R:3:mulliken_charge:R:1
I -0.32492 0.35983 -0.31944 -0.662
O 2.96326 -0.76672 -0.08310 -0.499
H 2.19756 -0.54750 -0.14727 0.204
H 3.41997 -0.27541 0.55435 0.325
O -0.72906 1.77853 3.10331 -0.597
H -0.51814 2.66163 2.98381 0.266
H -0.49624 1.53230 2.11960 0.319
O 2.67327 2.73255 0.22508 -0.634
H 1.73959 2.14403 0.08883 0.264
H 2.91184 2.97081 -0.56999 0.281
O 0.80087 -1.78532 1.17884 -0.557
H 0.64440 -0.96724 1.07817 0.248
H 0.07800 -1.94278 1.89584 0.398
O 0.26970 2.87028 -2.97020 -0.680
H -0.40611 3.66293 -2.68718 0.323
H 0.12317 2.36736 -2.16709 0.178
O -2.29461 -1.41212 2.22096 -0.605
H -2.02940 -0.86512 1.45242 0.299
H -2.86898 -2.04978 1.91152 0.281
O -1.76898 -1.11524 -3.52681 -0.648
H -1.75161 -1.81518 -3.00513 0.313
H -1.38511 -0.38591 -2.93608 0.257
O -1.47113 -2.99102 -0.14383 -0.621
H -1.00261 -3.85059 -0.24063 0.282
H -0.77473 -2.31032 -0.01596 0.265
```

Largest force on an atom   15.32 eV/Å
Relative energy (zero: lowest compared OMol25 entry of this formula, charge and spin)   98.4 kcal/mol
Charge   -1
Spin multiplicity   1
HOMO-LUMO gap   8.656 eV

Which value of spin multiplicity does entry 3 give?
2

Please write out number 5 again, unchanged.
A cluster of 7 separate species, H15NO6 in total. Source: the Open Molecules 2025 dataset; level of theory: ωB97M-V with the def2-TZVPD basis set.

```
22
Properties=species:S:1:pos:R:3:mulliken_charge:R:1
N 0.67547 -0.84744 -3.25015 -0.622
H 0.21638 -0.31724 -2.52679 0.245
H 1.65599 -1.01161 -3.09525 0.205
H 0.47682 -0.61919 -4.20455 0.195
H 4.13892 2.64830 1.29994 0.318
H 4.65976 3.58447 0.24891 0.315
O 3.84708 3.22184 0.58661 -0.632
H -2.12978 0.98540 -1.36977 0.376
H -2.81323 0.04288 -0.41915 0.376
O -2.88496 0.37502 -1.32760 -0.653
H -1.46836 -2.69922 -1.35163 0.331
H -0.65898 -2.84230 -0.16736 0.314
O -1.57350 -2.92644 -0.42359 -0.658
H 2.06614 -1.64653 4.75998 0.323
H 2.30341 -0.11614 4.77364 0.322
O 1.98272 -0.85068 4.22648 -0.644
H -3.56536 -1.35866 0.73599 0.334
H -2.05400 -1.23378 1.15296 0.342
O -2.92858 -0.81933 1.22515 -0.738
H -0.81060 2.15254 0.48061 0.292
H -0.47697 2.51454 -0.96009 0.334
O -0.65836 1.76359 -0.39433 -0.675
```

Largest force on an atom   0.96 eV/Å
Relative energy (zero: lowest compared OMol25 entry of this formula, charge and spin)   33.0 kcal/mol
Spin multiplicity   1
HOMO-LUMO gap   10.046 eV
SMILES string   N.O.O.O.O.O.O